No. 1
ORCA calculation (ωB97M-V/def2-TZVPD) on one molecule with the formula C4H10N4O.

## Properties
**SMILES string**: [H]/N=C(/N)O/N=C\[C@H](C)N
**Calculated total energy**: -452.5488 Eh
**Total charge**: 0
**Relative energy (zero: lowest compared OMol25 entry of this formula, charge and spin)**: 391.2 kJ/mol
**LUMO level**: 0.720 eV
**Gap between HOMO and LUMO**: 10.23 eV

The geometry in XYZ format:
```
19
Properties=species:S:1:pos:R:3:forces:R:3:mulliken_charge:R:1
H -0.12463 3.08793 0.26464 0.44 0.08 -0.02 0.29
N 0.16957 3.01307 -0.71224 -0.24 -1.46 0.24 -0.67
C 0.12984 1.79357 -1.05718 -1.41 -0.64 -1.19 0.52
N 0.05709 1.34561 -2.41609 1.84 -2.95 2.71 -0.48
O -0.14549 0.60785 -0.28546 0.86 1.43 -1.81 -0.04
N 0.06750 0.75529 1.06225 -0.81 -3.89 2.14 -0.65
C -0.06709 -0.45355 1.62951 0.22 3.11 -0.33 -0.25
C -0.23907 -1.85941 1.09230 0.47 1.16 1.47 0.33
C 1.18240 -2.45374 0.84889 0.55 -0.93 -1.00 -0.82
N -1.27393 -1.92097 0.10013 0.25 -0.96 3.14 -0.55
H 0.66948 0.43469 -2.51479 -1.69 2.68 -0.20 0.25
H 0.22070 2.07428 -3.05998 0.50 0.69 -0.75 0.25
H -0.06208 -0.43175 2.71673 0.43 0.47 -0.09 0.38
H -0.58577 -2.44219 1.94616 -0.38 0.09 0.12 0.28
H 0.87412 -3.48194 0.28829 1.47 2.47 0.61 0.21
H 1.76639 -1.55092 0.22257 -0.92 -3.20 1.46 0.21
H 1.74830 -2.88827 1.85178 -1.39 1.78 -2.54 0.28
H -1.33094 -2.86128 -0.12774 -0.66 -1.84 -1.25 0.24
H -1.18972 -1.31553 -0.62344 0.48 1.91 -2.70 0.22
```
Forces are in eV/Å.

---

No. 2
ORCA calculation (ωB97M-V/def2-TZVPD) on a 3-piece molecular cluster, C4H13NO2 overall.

## Properties
**SMILES string**: C1CCNC1.O.O
**Calculated total energy**: -365.4003 Eh
**Total charge**: 0
**Relative energy (zero: lowest compared OMol25 entry of this formula, charge and spin)**: 110.6 kJ/mol
**LUMO level**: 0.401 eV
**Gap between HOMO and LUMO**: 9.06 eV

The geometry in XYZ format:
```
20
Properties=species:S:1:pos:R:3:forces:R:3:mulliken_charge:R:1
C 0.25921 1.34550 0.63788 -2.19 -0.37 -1.57 -0.39
C 0.70495 -0.08118 1.03626 -1.24 0.03 0.56 -0.55
C 1.58992 0.21010 2.28585 -0.37 1.20 -0.05 -0.49
N 1.56888 1.72445 2.47035 -0.24 -0.65 -0.70 -0.53
C 0.21877 2.11805 1.94465 1.47 -0.64 1.25 -0.50
H -0.80839 1.41259 0.15501 2.03 -0.43 0.55 0.27
H 1.02668 1.66626 -0.10553 -0.73 0.68 0.79 0.25
H -0.22380 -0.66507 1.25376 0.87 0.26 0.26 0.23
H 1.21584 -0.64726 0.24028 0.00 0.50 0.32 0.28
H 1.21951 -0.22396 3.20199 -0.31 -0.60 0.17 0.28
H 2.58653 -0.15512 2.11502 0.57 0.07 0.07 0.33
H 1.74536 1.99484 3.43639 -0.26 -0.23 -0.27 0.25
H -0.54298 1.80223 2.71817 0.12 -0.08 -1.25 0.24
H 0.10425 3.18858 1.83205 0.27 0.26 -0.14 0.34
O -0.95334 -2.82227 -4.85606 0.30 0.65 -0.09 -0.62
H -0.84848 -1.87178 -5.02230 -0.27 -0.29 0.01 0.32
H -0.04348 -3.12823 -4.94061 -0.08 -0.30 0.08 0.31
O -3.24327 -1.98530 -2.49491 1.05 0.49 -0.73 -0.64
H -3.11701 -2.47450 -3.31977 -0.40 -0.40 0.13 0.33
H -2.45917 -1.40794 -2.58847 -0.59 -0.14 0.61 0.30
```
Forces are in eV/Å.

---

No. 3
ORCA calculation (ωB97M-V/def2-TZVPD) on a 3-piece molecular cluster, C12H31FNO6P overall.

## Properties
**SMILES string**: COCCOCCOC.COCCOCCOC.NPF
**Calculated total energy**: -1423.1040 Eh
**Total charge**: 0
**LUMO level**: 0.856 eV
**Gap between HOMO and LUMO**: 9.43 eV

The geometry in XYZ format:
```
52
Properties=species:S:1:pos:R:3:forces:R:3:mulliken_charge:R:1
C -1.21678 -4.85369 0.44250 -0.18 0.03 -0.15 -0.78
O -1.83150 -4.27159 -0.68829 0.36 -0.01 0.02 -0.27
C -1.82269 -2.85218 -0.64891 -0.27 -0.21 -0.26 -0.57
C -1.65934 -2.26823 -2.04170 0.08 0.18 0.09 -0.39
O -0.33734 -2.36415 -2.56361 -0.09 -0.13 0.02 -0.41
C 0.10941 -3.65767 -2.95850 0.13 0.10 -0.14 -0.35
C -0.57590 -4.20216 -4.20079 -0.13 -0.22 0.34 -0.59
O -1.87564 -4.68021 -3.88889 -0.13 0.31 -0.10 -0.27
C -2.76861 -4.57582 -4.97951 0.07 -0.17 0.29 -0.79
H -1.80492 -4.65888 1.34554 0.11 -0.01 0.10 0.33
H -1.16124 -5.92876 0.27786 -0.09 0.02 -0.02 0.23
H -0.19795 -4.47217 0.57153 -0.01 0.03 0.10 0.35
H -1.01676 -2.48181 -0.00672 0.03 -0.01 -0.01 0.36
H -2.78470 -2.52597 -0.23450 0.06 0.22 0.05 0.38
H -1.85934 -1.19564 -1.97319 0.08 0.01 0.05 0.46
H -2.38931 -2.67778 -2.73969 -0.02 -0.22 0.10 0.12
H 0.05587 -4.36316 -2.12943 -0.21 -0.10 -0.06 0.13
H 1.16819 -3.52926 -3.19701 -0.03 0.08 -0.04 0.41
H 0.00517 -5.04291 -4.59848 0.19 0.10 -0.09 0.41
H -0.62449 -3.41197 -4.95850 0.01 0.02 0.00 0.35
H -2.81248 -3.54631 -5.34957 0.04 -0.01 -0.13 0.35
H -3.75953 -4.85342 -4.62157 0.05 -0.05 0.01 0.23
H -2.47721 -5.25848 -5.78348 -0.04 0.09 -0.15 0.32
C 1.04287 2.27810 5.81445 -0.19 0.03 -0.14 -0.80
O 0.39067 2.85695 4.70369 0.36 -0.01 0.00 -0.25
C 0.42866 4.27643 4.72205 -0.30 -0.21 -0.25 -0.56
C 0.54224 4.83903 3.31541 0.09 0.16 0.07 -0.30
O 1.83751 4.71042 2.73870 -0.08 -0.12 0.03 -0.48
C 2.24340 3.40646 2.33415 0.09 0.10 -0.16 -0.43
C 1.50116 2.87020 1.12143 -0.09 -0.27 0.34 -0.37
O 0.20429 2.41948 1.48391 -0.13 0.33 -0.05 -0.33
C -0.72241 2.53925 0.42240 -0.01 -0.17 0.36 -0.49
H 0.49884 2.49678 6.73960 0.12 -0.01 0.09 0.33
H 1.07027 1.20000 5.66297 -0.09 0.02 -0.02 0.23
H 2.07366 2.64078 5.89332 0.00 0.03 0.10 0.35
H 1.26900 4.63905 5.32323 0.04 -0.01 -0.01 0.36
H -0.50798 4.62701 5.17342 0.06 0.22 0.04 0.38
H 0.36632 5.91591 3.37843 0.08 0.00 0.04 0.41
H -0.22544 4.43450 2.65585 -0.02 -0.23 0.10 0.10
H 2.20720 2.70552 3.16810 -0.21 -0.10 -0.05 0.13
H 3.29471 3.51285 2.05469 -0.03 0.08 -0.03 0.41
H 2.05080 2.01616 0.70621 0.18 0.11 -0.11 0.40
H 1.43897 3.65821 0.36149 -0.01 0.02 0.00 0.29
H -0.75596 3.56684 0.04941 0.04 -0.02 -0.16 0.33
H -1.70796 2.28376 0.81231 0.06 -0.06 0.04 0.27
H -0.46837 1.84702 -0.38314 -0.08 0.09 -0.16 0.00
N 3.15944 1.93043 -2.02820 -1.37 0.34 0.70 -0.54
P 1.55181 1.76024 -2.68310 -0.14 -0.49 -1.75 0.28
F 0.64799 3.09878 -2.33098 1.27 -1.04 0.58 -0.26
H 3.40758 2.88442 -1.80223 0.18 -0.04 0.12 0.23
H 3.83008 1.50556 -2.65076 -0.01 0.29 -0.28 0.29
H 0.96773 0.75205 -1.83187 0.13 0.93 0.53 0.03
```
Forces are in eV/Å.

---

No. 4
ORCA calculation (ωB97M-V/def2-TZVPD) on a 2-piece molecular cluster, C5H12N2O overall.

## Properties
**SMILES string**: C[C@H](O)N=C=N.CC
**Calculated total energy**: -382.3278 Eh
**Total charge**: 0
**Relative energy (zero: lowest compared OMol25 entry of this formula, charge and spin)**: 458.6 kJ/mol
**LUMO level**: 0.880 eV
**Gap between HOMO and LUMO**: 10.02 eV

The geometry in XYZ format:
```
20
Properties=species:S:1:pos:R:3:forces:R:3:mulliken_charge:R:1
C 2.87812 -0.20110 0.57568 -0.07 -0.22 -0.05 -1.11
C 1.71312 -1.16043 0.33382 0.34 0.53 -0.24 -0.07
O 1.77331 -1.75669 -0.94654 0.00 0.09 0.05 -0.55
N 0.43133 -0.49151 0.57572 0.25 0.13 -0.08 -0.44
C -0.01478 0.37185 -0.26058 1.91 -1.42 -0.29 0.49
N 0.07127 0.84838 -1.39931 -0.78 0.00 0.46 -0.61
H 3.82093 -0.72726 0.42754 0.00 0.02 0.01 0.33
H 2.82827 0.63230 -0.12722 -0.02 0.02 -0.01 0.31
H 2.84296 0.19488 1.59055 -0.01 -0.01 -0.02 0.34
H 1.75701 -1.99193 1.03840 -0.06 0.07 -0.06 0.38
H 1.67759 -1.06042 -1.61229 0.01 -0.05 0.08 0.38
H -0.34403 1.73144 -1.64795 0.20 0.19 0.01 0.27
C -1.91079 0.65489 0.65438 0.06 -1.22 1.07 -0.72
C -2.93574 0.33729 -0.41968 0.10 0.00 0.04 -0.92
H -1.01579 -0.22366 0.91435 -1.76 1.74 -0.94 0.27
H -1.70249 1.71980 0.75600 0.28 -0.08 -0.02 0.38
H -2.27828 0.35734 1.65151 -0.40 0.26 0.04 0.41
H -3.14158 -0.73289 -0.46041 -0.02 0.02 -0.01 0.28
H -3.87732 0.86006 -0.24080 0.01 -0.04 0.00 0.31
H -2.57314 0.63766 -1.40315 -0.02 -0.02 -0.04 0.28
```
Forces are in eV/Å.

---

No. 5
ORCA calculation (ωB97M-V/def2-TZVPD) on a 2-piece molecular cluster, C4H10O3 overall.

## Properties
**SMILES string**: CC(=O)O.CCO
**Calculated total energy**: -384.0731 Eh
**Total charge**: 0
**Relative energy (zero: lowest compared OMol25 entry of this formula, charge and spin)**: 201.0 kJ/mol
**LUMO level**: 0.712 eV
**Gap between HOMO and LUMO**: 10.28 eV

The geometry in XYZ format:
```
17
Properties=species:S:1:pos:R:3:forces:R:3:mulliken_charge:R:1
C 1.98055 -0.72582 -0.59609 -0.19 0.97 -0.01 -0.96
C 0.80714 -1.32309 0.10581 -1.21 -3.59 -1.07 0.71
O 0.77045 -1.87304 1.18081 -0.04 1.35 -1.41 -0.54
O -0.27902 -1.62341 -0.91924 2.01 -0.49 1.52 -0.59
H 2.78709 -1.46099 -0.62240 -0.14 0.05 0.20 0.32
H 2.29687 0.16684 -0.05277 0.22 -0.18 0.04 0.28
H 1.74405 -0.42526 -1.61717 -0.14 -0.14 0.16 0.32
H -0.83549 -2.29649 -0.48628 0.19 0.22 -0.09 0.33
C -1.22201 1.65036 -0.46831 -0.27 0.36 0.29 -1.26
C -0.66553 0.77246 0.63932 -1.42 -1.80 -1.95 0.29
O -1.58764 0.65509 1.69898 -0.17 -0.09 0.88 -0.58
H -0.44050 1.86679 -1.20117 -0.04 0.02 0.07 0.32
H -1.61205 2.58848 -0.06403 0.06 0.04 -0.13 0.36
H -2.03017 1.12889 -0.98807 0.01 0.14 0.08 0.32
H 0.26278 1.20907 1.02258 0.31 -0.61 -0.28 0.30
H -0.75248 -0.29668 0.06214 1.11 3.38 1.96 0.05
H -1.22405 -0.01322 2.30588 -0.30 0.36 -0.26 0.34
```
Forces are in eV/Å.

---

No. 6
ORCA calculation (ωB97M-V/def2-TZVPD) on a 2-piece molecular cluster, C5H4N2 overall.

## Properties
**Calculated total energy**: -302.1775 Eh
**Total charge**: 0
**Relative energy (zero: lowest compared OMol25 entry of this formula, charge and spin)**: 658.5 kJ/mol
**LUMO level (alpha / beta)**: 0.186 / -2.859 eV
**Gap between HOMO and LUMO (alpha / beta)**: 9.86 / 7.27 eV

The geometry in XYZ format:
```
11
Properties=species:S:1:pos:R:3:forces:R:3:mulliken_charge:R:1
C 2.46269 -0.75090 -0.10451 -0.43 0.46 0.23 0.01
C 1.38312 -0.21555 0.06914 0.89 -0.24 -0.03 -0.33
C 0.12909 0.33928 0.25611 0.38 0.10 -0.84 0.62
C -0.93832 -0.22713 0.96734 -1.87 -0.02 0.25 -0.51
N -2.07471 0.34414 0.61673 0.73 -0.39 0.67 -0.36
N -1.79744 1.41038 -0.28555 0.71 -0.21 -0.08 -0.41
C -0.52772 1.39039 -0.52215 -0.19 0.25 -0.18 -0.33
H 3.44856 -1.15488 -0.20058 -0.24 0.00 -0.06 0.43
H -0.93092 -1.07864 1.63621 0.07 0.15 -0.08 0.45
H -1.05520 -2.24696 -1.20360 -0.01 -0.05 -0.06 0.01
H -0.06061 2.06011 -1.23544 -0.03 -0.05 0.18 0.43
```
Forces are in eV/Å.

---

No. 7
ORCA calculation (ωB97M-V/def2-TZVPD) on C6H11N2S as an isolated structure.

## Properties
**Calculated total energy**: -742.6266 Eh
**Total charge**: +1
**Relative energy (zero: lowest compared OMol25 entry of this formula, charge and spin)**: 217.4 kJ/mol
**LUMO level**: -4.450 eV
**Gap between HOMO and LUMO**: 10.58 eV

The geometry in XYZ format:
```
20
Properties=species:S:1:pos:R:3:forces:R:3:mulliken_charge:R:1
C -1.19018 -1.13058 -3.00017 0.39 0.20 -1.03 -0.32
C -0.22173 -0.41502 -3.67537 -0.03 0.03 0.39 -0.19
C 0.73171 -0.97984 0.92169 0.10 -0.23 0.02 -1.39
C -1.15156 0.70590 0.96316 -0.11 0.07 0.06 -1.48
C 1.17941 1.43661 0.29110 0.13 0.17 -0.15 -1.82
C 0.20321 0.33471 0.45734 -1.05 -0.88 -1.30 1.55
N -1.16647 -0.93861 -1.68320 -0.44 -0.29 0.86 -0.62
N -0.26523 -0.13712 -1.33418 1.62 1.43 1.72 0.55
S 0.67880 0.48077 -2.56445 -0.65 -0.57 -0.42 0.14
H -1.91794 -1.79103 -3.43141 -0.11 -0.10 -0.09 0.42
H -0.02537 -0.38843 -4.72921 0.02 -0.01 -0.23 0.40
H 1.64672 -1.26097 0.40459 0.04 0.02 -0.02 0.36
H 0.96045 -0.90538 1.98519 0.02 0.09 0.10 0.42
H -0.00977 -1.76704 0.80471 -0.03 0.00 0.01 0.41
H -1.51493 1.61786 0.50050 -0.04 0.11 -0.04 0.37
H -1.86818 -0.09390 0.79888 -0.02 -0.08 0.01 0.42
H -1.09176 0.87574 2.03889 0.10 0.00 0.08 0.43
H 0.75281 2.29970 -0.21292 -0.06 0.08 -0.03 0.48
H 1.45631 1.76075 1.29656 0.01 -0.02 0.07 0.40
H 2.09266 1.11894 -0.20514 0.11 -0.04 0.01 0.48
```
Forces are in eV/Å.

---

No. 8
ORCA calculation (ωB97M-V/def2-TZVPD) on a 2-piece molecular cluster, C6H10S overall.

## Properties
**Calculated total energy**: -632.5628 Eh
**Total charge**: 0
**Relative energy (zero: lowest compared OMol25 entry of this formula, charge and spin)**: 647.8 kJ/mol
**LUMO level (alpha / beta)**: -0.115 / 0.233 eV
**Gap between HOMO and LUMO (alpha / beta)**: 7.88 / 8.15 eV

The geometry in XYZ format:
```
17
Properties=species:S:1:pos:R:3:forces:R:3:mulliken_charge:R:1
C 2.02669 0.20181 0.91789 1.71 0.90 0.77 -0.38
C -1.28682 2.23994 0.22217 2.99 -3.71 -0.04 -0.57
C 1.29716 0.09373 -0.14618 -1.35 -1.18 -2.33 -0.06
C -1.29756 0.91130 0.12936 -0.59 -0.11 0.07 -0.02
C 1.34441 -0.30525 -1.63456 1.22 3.78 -0.87 -0.86
C -1.67381 -1.74736 0.81966 0.74 0.85 -0.68 -0.62
S -2.47926 -0.35221 -0.11826 1.16 0.10 0.40 -0.09
H 3.13951 0.48496 0.87007 -1.43 -0.77 -0.03 0.22
H 1.60901 0.13951 1.93259 0.09 0.32 -0.46 0.25
H -2.05222 2.90625 0.15516 -2.10 1.72 0.00 0.37
H -0.24263 2.49230 0.34217 0.02 1.14 -0.05 0.23
H 0.49082 0.11936 -2.22643 0.63 0.10 0.85 0.26
H 2.33217 0.13282 -2.25544 -2.26 -1.35 1.87 0.27
H 1.20225 -1.33479 -1.81159 0.44 -1.41 0.29 0.28
H -0.58420 -1.53388 0.93327 -0.92 0.40 0.34 0.12
H -1.61987 -2.56053 0.09561 -0.78 -0.42 0.50 0.29
H -2.20567 -1.88796 1.77448 0.41 -0.35 -0.61 0.31
```
Forces are in eV/Å.

---

Max |F|, record by record: 0.088; 0.053; 0.035; 0.051; 0.079; 0.037; 0.054; 0.093 Eh/bohr